84
Properties=species:S:1:pos:R:3:forces:R:3 method="wB97M-V/def2-TZVPD" homo_lumo_gap_ev=3.378 total_charge=-2
C 3.190066 -5.708992 -1.875027 0.003 -0.624 -0.816
C 2.770090 -5.021755 -0.571275 -0.401 0.671 -0.293
C 3.723242 -3.844197 -0.264816 0.890 -0.808 0.198
C 3.492842 -2.626056 -1.126607 -0.288 -0.594 0.047
C 2.050935 -2.150867 -0.963616 1.567 0.243 0.180
C 1.016948 -3.264452 -1.246964 0.756 0.580 0.504
N 1.397462 -4.527673 -0.618053 -0.031 0.534 1.494
O 0.442578 -5.526450 -0.784454 -0.044 -0.130 -0.519
C 0.806456 -3.351316 -2.758926 0.502 0.018 -0.482
C -0.248420 -2.723390 -0.578042 -0.690 -0.739 -0.402
C 2.912305 -6.072813 0.531955 -0.278 -0.683 0.393
H 2.984197 -5.145121 -2.788928 0.363 0.439 0.261
H 2.604624 -6.611431 -2.076592 -0.060 -0.051 0.541
H 4.246817 -5.995914 -1.830704 0.025 0.050 -0.165
H 4.762562 -4.188081 -0.392487 -0.075 -0.173 -0.330
H 3.742287 -3.615751 0.806434 -0.693 0.263 -0.017
H 3.644661 -2.912287 -2.173956 0.221 0.135 0.002
H 4.236734 -1.873488 -0.844669 -0.152 0.246 -0.207
H 1.980641 -1.261171 -1.599991 -0.730 -0.183 -0.187
H 1.985117 -1.757569 0.056745 -0.381 -0.263 0.113
H 1.747463 -3.605810 -3.258683 0.017 0.033 0.087
H 0.541791 -2.364532 -3.152399 -0.401 -0.126 -0.054
H 0.106137 -4.136163 -3.041255 -0.232 0.135 0.216
H -1.085591 -3.340355 -0.916366 -0.148 0.226 0.129
H -0.387075 -1.670516 -0.834304 -0.124 0.003 -0.164
H -0.203330 -2.810565 0.506614 0.264 -0.101 -0.003
H 2.835817 -5.695257 1.555649 0.129 0.443 -0.142
H 3.852219 -6.627813 0.435858 0.189 0.233 -0.002
H 2.125195 -6.828144 0.477674 -0.158 0.236 -0.415
O -3.470306 -0.691639 0.863579 -0.075 -0.146 -0.107
C -2.700743 0.153991 0.513014 0.167 -0.416 0.110
O -1.449129 0.277990 0.899475 -0.312 -0.040 0.469
B -0.888759 1.537720 0.428422 1.046 -0.502 -0.147
O -1.904722 2.049336 -0.520736 -0.289 -0.069 -0.253
C -3.017112 1.306133 -0.434568 0.430 1.249 0.417
O -4.077591 1.619155 -0.888386 0.056 -0.352 -0.104
O -0.621518 2.528935 1.465770 -0.364 0.058 0.210
C 0.608188 2.984029 1.371587 0.055 0.188 -0.757
O 1.105635 3.783617 2.110391 0.217 -0.042 -0.113
C 1.268845 2.270854 0.113910 -0.450 -0.949 1.938
O 0.441567 1.274238 -0.148249 -0.314 0.443 -1.192
O 2.374753 2.418445 -0.300102 0.436 0.364 -0.458
O 2.354548 3.713716 4.665802 0.313 0.032 0.228
H 2.438205 3.987927 3.745585 -0.207 -0.092 -0.005
H 1.619363 3.094811 4.652595 -0.047 0.080 -0.113
O -1.666977 1.411750 4.054849 0.049 -0.162 -0.050
H -0.977121 1.659819 4.676811 -0.048 0.037 -0.042
H -1.262559 0.730768 3.499623 -0.094 -0.054 0.168
O -1.397424 4.138020 -2.704184 -0.179 -0.020 0.036
H -2.037023 3.877652 -3.375887 0.052 -0.029 0.059
H -1.493817 3.472021 -2.008862 0.021 0.012 -0.140
O -5.664956 0.432825 2.401443 0.233 0.240 -0.033
H -6.329949 -0.028091 1.887809 0.051 -0.182 -0.008
H -4.823945 0.076249 2.065303 -0.412 -0.026 0.182
O 4.383434 1.653249 -2.849024 0.156 -0.055 0.118
H 4.168618 1.476959 -1.923416 -0.184 0.073 -0.137
H 5.033028 0.982511 -3.083876 -0.110 -0.008 0.026
O 3.799219 0.485768 2.226757 0.126 0.023 -0.037
H 4.046321 0.683336 1.315779 -0.138 -0.002 0.053
H 4.513130 0.851604 2.759395 -0.098 0.024 -0.017
O -6.034830 -2.288911 0.585212 -0.154 0.141 -0.123
H -6.866566 -1.805963 0.557151 0.028 -0.094 -0.124
H -5.419351 -1.759554 0.058149 0.062 -0.091 0.215
O -6.807477 2.950604 -1.244826 -0.182 0.006 0.030
H -7.328680 2.141192 -1.283916 0.093 0.027 0.062
H -6.240239 2.833425 -0.471184 0.077 -0.071 -0.186
O 2.568067 4.534456 -2.566317 0.043 0.015 -0.064
H 2.804411 4.145258 -1.715409 -0.090 0.029 -0.045
H 2.394089 3.775860 -3.133809 0.074 -0.016 0.102
O -5.242548 1.164359 -3.345416 0.184 0.075 -0.230
H -5.781110 1.922447 -3.086008 0.132 -0.024 0.170
H -4.451587 1.252316 -2.788720 -0.535 -0.044 -0.144
O -1.127844 -1.961146 3.003079 0.147 0.096 0.083
H -0.412103 -2.593545 2.867016 -0.092 0.045 -0.070
H -1.281737 -1.581850 2.128930 -0.005 -0.126 0.035
O 1.546282 6.123589 0.453814 0.015 0.181 -0.108
H 1.043371 5.326251 0.662561 0.072 0.277 0.035
H 2.042992 6.303844 1.256869 -0.039 -0.137 0.021
O -1.791512 5.013569 0.397003 -0.040 -0.143 0.065
H -1.914380 4.067745 0.241053 -0.059 0.116 0.012
H -2.247330 5.440841 -0.336867 0.173 -0.016 -0.025
O -1.821554 5.123123 3.504547 -0.031 0.039 0.008
H -1.568378 6.050395 3.526277 0.042 -0.053 -0.088
H -1.707954 4.865929 2.577378 -0.038 0.080 0.104

15
Properties=species:S:1:pos:R:3:forces:R:3 method="wB97M-V/def2-TZVPD" homo_lumo_gap_ev=6.980 smiles="O=[N+]([O-])C(=S)[C@@H]1CC(Cl)=[N+]([O-])O1"
C 0.220979 0.579771 -0.068283 -1.128 0.013 0.410
C 1.572100 0.490762 0.629422 1.458 0.997 -0.943
C -0.809401 -0.574949 0.114899 -0.104 -0.058 -0.077
C -1.585771 -0.492663 -1.181341 1.153 0.304 0.639
N 1.474518 -0.139030 1.970404 0.320 -0.368 0.468
N -0.932446 0.211834 -2.058577 -0.326 -0.108 0.715
O 0.373246 -0.199082 2.468666 -0.409 0.096 0.313
O 2.500139 -0.516057 2.467514 0.017 -0.360 0.390
O 0.308870 0.727399 -1.463303 0.598 0.154 -0.778
O -1.136548 0.525471 -3.201517 0.095 0.057 -0.392
S 3.029665 1.149767 0.314907 -1.957 -0.571 -0.506
Cl -3.031567 -1.298726 -1.539194 0.208 0.175 -0.063
H -0.230231 1.507491 0.341852 0.087 -0.287 -0.003
H -0.320148 -1.548551 0.211801 -0.035 -0.024 -0.001
H -1.433405 -0.423438 0.992749 0.023 -0.020 -0.174